1.
{"formula": "C19H27NO4", "method": "the ωB97M-V functional and the def2-TZVPD basis", "smiles": "COc1cc(/C=C/C(=O)NCC2CCCCC2)cc(OC)c1OC", "max_force_ev_per_a": 0.79, "energy_ev": -29820.380, "relative_energy_kj_mol": 257.0, "gap_ev": 8.6, "symbols": ["C", "H", "O", "C", "C", "C", "C", "C", "C", "O", "C", "H", "H", "H", "O", "C", "H", "H", "H", "H", "C", "C", "C", "O", "N", "H", "C", "H", "C", "C", "C", "C", "C", "C", "H", "H", "H", "H", "H", "H", "H", "H", "H", "H", "H", "H", "H", "H", "H", "H", "H"], "xyz": [[2.7736, 5.7076, 1.4680], [3.8562, 5.5775, 1.3935], [2.1180, 4.4909, 1.7503], [2.0463, 3.4913, 0.8348], [1.3015, 2.3919, 1.2588], [1.1208, 1.2647, 0.4669], [1.6681, 1.2706, -0.8163], [2.3964, 2.3551, -1.2665], [2.6345, 3.4660, -0.4382], [3.4219, 4.5154, -0.8891], [4.7818, 4.1797, -1.1033], [5.2647, 3.8974, -0.1609], [5.2510, 5.0795, -1.4981], [4.8931, 3.3611, -1.8176], [2.9217, 2.2824, -2.5417], [2.4599, 3.2709, -3.4450], [2.6700, 4.2831, -3.0921], [1.3822, 3.1666, -3.6103], [2.9900, 3.0906, -4.3786], [1.5352, 0.4408, -1.4904], [0.3583, 0.1505, 0.9952], [0.1270, -1.0280, 0.4074], [-0.6788, -2.0575, 1.0972], [-1.1486, -1.9093, 2.2105], [-0.8373, -3.2029, 0.3836], [-0.4773, -3.2559, -0.5559], [-1.6577, -4.2974, 0.8388], [-1.9168, -4.0741, 1.8764], [-2.9328, -4.4627, 0.0017], [-3.7141, -5.6921, 0.4658], [-4.9875, -5.8676, -0.3567], [-5.8634, -4.6228, -0.2571], [-5.0905, -3.3928, -0.7221], [-3.8174, -3.2197, 0.1004], [-4.0771, -3.0503, 1.1472], [-3.2675, -2.3422, -0.2470], [-5.7147, -2.5021, -0.6275], [-4.8298, -3.5073, -1.7775], [-6.7626, -4.7505, -0.8635], [-6.1752, -4.4824, 0.7801], [-5.5383, -6.7413, -0.0023], [-4.7230, -6.0414, -1.4027], [-3.9764, -5.5707, 1.5189], [-3.0893, -6.5841, 0.3772], [-2.6441, -4.6075, -1.0475], [-1.0730, -5.2242, 0.8097], [0.5098, -1.2735, -0.5722], [-0.0657, 0.2908, 1.9821], [0.8772, 2.4382, 2.2494], [2.4005, 6.1652, 0.5500], [2.5491, 6.3528, 2.3175]], "forces_ev_per_angstrom": [[0.1, 0.4, 0.0], [-0.1, 0.0, 0.0], [0.0, -0.3, 0.0], [0.0, -0.1, -0.2], [0.0, -0.1, -0.1], [0.4, 0.7, -0.3], [0.1, 0.1, 0.0], [-0.1, -0.2, -0.1], [0.3, 0.2, 0.0], [-0.6, -0.3, 0.1], [0.3, -0.1, 0.0], [0.0, 0.0, 0.0], [0.0, -0.1, 0.0], [0.0, 0.1, 0.0], [0.1, -0.1, 0.6], [-0.2, 0.2, -0.2], [0.0, -0.1, 0.0], [0.1, 0.0, 0.0], [-0.1, 0.0, 0.0], [0.0, -0.1, -0.1], [-0.3, -0.7, 0.0], [0.1, 0.6, 0.2], [0.0, -0.1, 0.0], [-0.1, 0.1, 0.2], [0.1, -0.1, -0.2], [0.0, 0.1, 0.1], [-0.2, -0.2, -0.1], [0.0, -0.1, -0.1], [0.1, 0.1, 0.5], [0.1, 0.0, -0.4], [-0.1, 0.0, 0.3], [0.1, 0.0, -0.3], [-0.1, 0.1, 0.3], [0.1, -0.1, -0.4], [0.0, 0.0, 0.1], [0.0, 0.0, 0.1], [0.0, 0.0, -0.1], [0.0, 0.0, -0.1], [-0.1, 0.0, 0.1], [-0.1, 0.0, 0.1], [0.0, -0.1, -0.1], [0.0, -0.1, -0.1], [0.0, 0.0, 0.1], [0.0, 0.0, 0.1], [0.0, 0.0, 0.0], [-0.1, 0.0, 0.1], [0.1, 0.0, -0.1], [-0.1, -0.1, 0.1], [-0.1, 0.0, 0.1], [0.0, 0.0, 0.1], [0.0, 0.0, -0.1]], "mulliken_charge": [-0.71, 0.24, -0.45, 0.25, -1.04, 1.28, -0.87, 0.45, 0.66, -0.52, -0.83, 0.35, 0.26, 0.35, -0.50, -0.74, 0.29, 0.33, 0.25, 0.36, -0.19, -0.78, 0.59, -0.71, -0.08, 0.26, -1.29, 0.38, 0.76, -0.96, -0.68, -0.64, -0.81, -0.70, 0.32, 0.27, 0.35, 0.33, 0.32, 0.31, 0.34, 0.33, 0.33, 0.37, 0.22, 0.34, 0.20, 0.41, 0.42, 0.29, 0.29]}

2.
{"formula": "C29H22Cl2F5N2O6PS2Zr", "method": "the ωB97M-V functional and the def2-TZVPD basis", "max_force_ev_per_a": 3.52, "energy_ev": -116571.138, "relative_energy_kj_mol": 176.7, "gap_ev": 7.8, "symbols": ["Zr", "N", "C", "C", "O", "N", "C", "C", "O", "O", "H", "H", "H", "H", "H", "H", "O", "S", "O", "O", "C", "C", "C", "C", "C", "C", "P", "C", "C", "C", "C", "C", "C", "C", "C", "C", "C", "C", "C", "H", "H", "H", "H", "H", "H", "H", "H", "H", "H", "H", "H", "H", "H", "F", "C", "C", "F", "C", "F", "C", "S", "C", "F", "C", "F", "Cl", "C", "Cl", "H", "H"], "xyz": [[0.0712, 0.4368, -0.1428], [2.1429, -0.8205, -0.7872], [2.4425, -1.9234, 0.1295], [1.1773, -2.3273, 0.9199], [1.1891, -3.3176, 1.6344], [0.1462, -1.4949, 0.7267], [-1.0434, -1.8095, 1.5026], [-1.9010, -0.5490, 1.6376], [-3.0047, -0.5696, 2.1366], [-1.3189, 0.5290, 1.1988], [2.9962, -0.3164, -1.0424], [1.7728, -1.2087, -1.6582], [2.8185, -2.8199, -0.3820], [3.2070, -1.6227, 0.8530], [-1.6438, -2.6056, 1.0350], [-0.7642, -2.1764, 2.5027], [0.4975, 0.6388, -2.2280], [-0.8321, 1.1788, -2.6313], [-0.8076, 2.5492, -3.0334], [-1.6949, 0.8807, -1.4609], [-1.4303, 0.1215, -3.9189], [-1.7697, 0.5876, -5.1727], [-2.2978, -0.3056, -6.0926], [-2.4877, -1.6334, -5.7358], [-2.1305, -2.0854, -4.4760], [-1.5796, -1.2064, -3.5461], [-1.0662, -1.7138, -1.8322], [0.0554, -3.0953, -2.2651], [0.9429, -2.9284, -3.3310], [1.9561, -3.8435, -3.5551], [2.1067, -4.9315, -2.7087], [1.2424, -5.0957, -1.6369], [0.2310, -4.1788, -1.4052], [-2.6697, -2.5132, -1.4179], [-2.9889, -3.8510, -1.6214], [-4.2366, -4.3250, -1.2532], [-5.1760, -3.4737, -0.6981], [-4.8750, -2.1324, -0.5221], [-3.6243, -1.6567, -0.8675], [-1.6142, 1.6305, -5.4037], [-2.5610, 0.0263, -7.0836], [-2.9151, -2.3265, -6.4460], [-2.2801, -3.1207, -4.2103], [0.8352, -2.0673, -3.9802], [2.6345, -3.7018, -4.3839], [2.9013, -5.6420, -2.8808], [1.3699, -5.9318, -0.9658], [-0.4142, -4.3031, -0.5476], [-2.2676, -4.5248, -2.0623], [-4.4746, -5.3683, -1.4009], [-6.1420, -3.8548, -0.4049], [-5.6090, -1.4626, -0.1030], [-3.3741, -0.6140, -0.7160], [5.6054, 1.6543, 4.2566], [4.8105, 1.7613, 3.1851], [3.6608, 0.9804, 3.0779], [3.3429, 0.1130, 4.0405], [2.8643, 1.1176, 1.9564], [1.7369, 0.3192, 1.8090], [3.1163, 2.0354, 0.9253], [2.0268, 2.2290, -0.3878], [4.3017, 2.7887, 1.0575], [4.6371, 3.6529, 0.0959], [5.1312, 2.6507, 2.1560], [6.2521, 3.3732, 2.2415], [0.1755, 2.4918, 2.3532], [-1.2003, 3.3186, 1.6391], [-1.0184, 3.1146, -0.1189], [-1.1680, 4.3745, 1.9042], [-2.1112, 2.8111, 1.9633]], "forces_ev_per_angstrom": [[3.4, -0.7, -0.4], [-0.2, -0.3, -0.2], [-0.2, -0.5, 0.3], [1.2, -0.1, -0.3], [-0.1, 0.0, 0.0], [-0.6, -0.1, 0.8], [-0.1, -0.1, 0.2], [-1.2, -1.6, 1.2], [0.5, 0.1, -0.2], [-1.3, 0.3, 0.6], [-0.5, 0.1, 0.2], [0.3, 0.1, 0.2], [-0.1, 0.2, 0.1], [-0.1, 0.0, -0.1], [0.0, 0.2, 0.2], [-0.1, 0.1, -0.2], [0.1, 0.5, -1.2], [-0.7, 0.8, -1.9], [-0.1, -0.3, -0.3], [-0.2, 0.3, -0.2], [0.2, 0.0, 0.5], [0.0, 0.2, -0.1], [0.1, 0.0, 0.1], [0.0, 0.0, 0.0], [0.2, 0.2, 0.2], [0.1, 0.0, 0.1], [-0.8, -1.5, -1.0], [0.1, 0.3, 0.3], [-0.2, 0.1, 0.0], [0.1, 0.0, 0.0], [-0.1, 0.0, 0.0], [0.1, -0.1, 0.0], [-0.1, 0.1, -0.1], [0.2, 0.2, 0.4], [0.1, 0.1, 0.0], [0.0, -0.1, 0.0], [0.0, 0.1, 0.0], [-0.1, 0.0, 0.0], [0.1, 0.0, -0.1], [-0.1, 0.1, -0.1], [0.0, 0.1, -0.1], [0.0, 0.0, -0.1], [0.0, -0.1, 0.0], [0.0, 0.0, -0.1], [0.0, 0.0, -0.1], [0.1, -0.1, 0.0], [0.0, 0.0, 0.1], [0.0, 0.0, 0.1], [0.0, -0.1, 0.0], [0.0, -0.1, 0.0], [-0.1, 0.0, 0.0], [0.0, 0.1, 0.1], [-0.1, 0.0, 0.0], [-0.2, 0.0, -0.2], [-0.2, 0.0, -0.2], [0.2, 0.0, 0.0], [0.1, 0.1, -0.1], [-0.3, 0.3, -0.7], [1.0, 0.3, 0.5], [0.5, -0.3, 0.9], [0.2, 0.2, -0.5], [-0.5, -0.4, 0.0], [0.0, 0.0, 0.2], [0.0, -0.2, 0.2], [-0.2, -0.1, 0.0], [0.2, 0.8, 1.2], [0.1, -0.2, -0.1], [-0.7, 1.3, 0.3], [0.0, -0.2, -0.2], [0.2, 0.2, -0.2]], "mulliken_charge": [0.24, -0.46, -0.94, 0.46, -0.74, 1.15, -0.87, 0.42, -0.69, -0.33, 0.40, -0.05, 0.40, 0.38, 0.25, 0.65, -0.54, 1.63, -0.74, -0.63, 0.72, -0.51, -0.67, -0.73, -0.39, -1.23, 3.29, -0.09, -0.75, -0.63, -0.79, -0.85, -0.45, 0.41, -0.32, -0.81, -0.64, -0.88, -0.79, 0.57, 0.42, 0.45, 0.44, 0.44, 0.46, 0.40, 0.43, 0.43, 0.43, 0.44, 0.40, 0.47, 0.45, -0.30, 0.50, -0.16, -0.30, -1.14, 0.00, 1.56, -0.35, -0.02, -0.31, 0.29, -0.29, 0.03, -0.31, 0.03, 0.41, 0.24]}